Computed, not measured: 2 unconnected molecules or ions with the total composition C5H11NO in a non-equilibrium geometry, with ωB97M-V with the def2-TZVPD basis set.

XYZ file:
```
18
C5H11NO | the Open Molecules 2025 dataset | ωB97M-V with the def2-TZVPD basis set
C -1.4121 -2.1249 2.1755
H -0.2281 2.3805 -2.6110
H -0.8874 2.1270 -1.1420
H 1.8673 2.8046 0.3648
H 0.8889 0.4748 -1.3562
H 0.0887 -0.7425 1.6835
H -1.0619 -0.8602 -0.6809
O 1.8077 0.8026 0.9688
H -2.2158 -2.7629 1.8212
C -0.6444 -1.7097 -0.1430
C 1.0721 1.5488 -1.2569
H 1.8681 1.7906 -2.0039
H -1.3087 -1.9867 3.2424
H 0.3768 -1.8167 -0.5076
N -0.0455 2.4505 -1.6091
C -0.6027 -1.5015 1.3308
H -1.1694 -2.6328 -0.4023
C 1.6063 1.7585 0.1258
```

2S+1: 2
Max |F|, eV/Å: 1.09
Charge: -1
E_tot, Eh: -327.0266
HOMO (spin up / spin down), eV: 0.35 / -3.43
LUMO energy (spin up / spin down), hartree: 0.1398 / 0.1379
Energy above the lowest of the compared OMol25 structures with the same formula, charge and spin, eV: 1.3156

The net atomic charges from Löwdin, expressed in e, are:
1. C -0.0481
2. H 0.0152
3. H 0.0246
4. H 0.0488
5. H 0.0651
6. H 0.0766
7. H 0.0610
8. O -0.2564
9. H 0.0378
10. C -0.1294
11. C -0.3843
12. H 0.0676
13. H 0.0331
14. H 0.0671
15. N -0.0645
16. C -0.2368
17. H 0.0611
18. C -0.4385